No. 1
ORCA calculation (ωB97M-V/def2-TZVPD) on 5 unconnected molecules or ions with the total composition C64H144NO3P4.

Calculated values
- Max |F|: 3.0 eV/Å
- LUMO: -5.0 eV
- HOMO energy: -15.32 eV
- M: 1099.8 g/mol
- Gap between HOMO and LUMO: 10.319 eV

```
! wB97M-V def2-TZVPD RIJCOSX def2/J DEFGRID3
* xyz 3 1
P -4.31327 0.40930 -2.29956
P -0.59484 -1.09290 4.86795
P 3.21575 2.77207 0.68582
P 2.39897 -2.86530 -3.74489
O 0.47673 -0.60626 -1.02845
O 1.30013 -0.28418 0.95015
O -0.52318 0.76597 0.29073
N 0.42505 -0.07173 0.09026
C -0.09022 1.19109 -5.64417
C 0.01114 4.76773 3.57473
C 4.14720 1.31025 1.19155
C 4.23760 4.20051 0.65124
C 5.13335 -6.53970 -6.19570
C 4.10375 -3.12775 -1.61312
C -2.23303 -3.38290 -5.13382
C 4.37951 4.94510 1.99325
C -1.29777 -0.28295 3.38582
C 5.47100 6.01395 1.91590
C -2.20845 0.91957 3.71921
C -2.92327 -1.60891 -0.73052
C 0.78838 -3.43359 -4.26996
C 3.22426 -3.49904 0.82877
C 2.54283 3.61120 -1.95198
C 3.38014 -4.51951 5.89497
C 1.65968 3.40570 -3.16727
C -3.52985 1.68325 -1.27006
C -8.84566 1.69289 0.09461
C -3.04193 4.13777 -0.91344
C 2.32949 -1.04151 -3.47997
C -4.81305 -3.42398 3.66977
C -4.23667 -1.21981 -1.40269
C 4.32549 -3.73219 -0.21099
C 2.75113 -3.57336 -2.15403
C -2.82048 -3.02504 -0.03057
C 4.86498 1.42056 2.54537
C 4.36024 -0.76536 3.68526
C 0.91962 4.21821 1.30856
C 2.55167 -3.83497 4.82805
C -6.70693 1.22504 -1.09758
C 3.01547 0.63942 7.01965
C -3.59332 0.84107 -6.45097
C 0.62314 -2.28270 4.31165
C 0.13071 0.13426 5.90354
C -2.68892 -3.00007 5.02744
C -0.39051 -3.13207 -3.33816
C -0.36723 4.50258 2.12100
C -8.21849 1.33003 -1.22781
C 1.84093 3.11798 1.82478
C -2.99698 5.60732 -1.43755
C -3.96061 1.35137 -5.05134
C -6.13610 0.78776 -2.40617
C 0.14011 3.30573 -2.92875
C 1.79681 -0.22745 -4.67965
C -3.06927 1.43601 2.53075
C -3.29824 3.07426 -1.97358
C -4.16198 0.46365 2.11917
C -1.68708 -3.83148 -3.73663
C 2.44108 2.47624 -0.91257
C 3.66747 -3.26667 -4.86246
C -4.01053 -2.36605 4.49482
C 5.68815 6.80586 3.23544
C 1.27267 0.87850 5.11334
C 2.21698 1.62713 6.16351
C 1.45914 -2.88088 5.45208
C 5.00939 -5.05995 -5.96606
C 3.80823 -4.80627 -5.02543
C -1.88386 -1.98252 5.83770
C -1.46874 -3.11520 0.59100
C 0.28009 0.04525 -4.69491
C -4.64045 -0.15615 -7.06363
C 5.45966 0.08306 3.05806
C -3.59448 0.27982 -3.96166
H -2.10396 -3.44611 4.22631
H 2.27669 4.56089 -1.45684
H -0.68821 0.72526 6.32895
H 5.24174 -3.21196 0.18710
H 1.65484 2.38675 6.70143
H 4.51072 -2.74054 -4.44649
H -0.62239 -2.06682 -3.42735
H -0.70684 -2.77795 -0.10547
H -4.91341 0.84598 1.39615
H 1.86046 0.16239 4.53382
H -2.02606 5.80610 -1.89109
H -4.89251 -0.92225 -6.30769
H 1.41697 2.15509 -0.63726
H -4.64462 -2.04890 5.33616
H -2.60421 2.95824 -2.82950
H -3.40582 1.73137 -7.13744
H 5.63436 2.19418 2.43573
H -1.47969 -2.51728 1.47231
H -2.47895 1.71099 1.62851
H 2.17329 3.31215 2.80488
H 2.53115 -4.63174 -2.09541
H -2.36701 -3.57266 -2.96450
H 0.70254 5.61279 3.66260
H 2.41566 -4.20572 0.71700
H 4.88931 1.07682 0.38557
H 5.21770 6.67181 1.06128
H 3.72633 -5.45858 5.45941
H -8.43414 2.56464 0.60021
H 1.51680 5.13460 1.30718
H -1.18047 -4.14151 0.83922
H 0.60036 -3.01599 -5.27435
H 2.07582 -0.75051 -5.62284
H 3.64609 -3.64022 1.82723
H 3.87026 -5.41110 -4.15858
H -6.64651 -0.14521 -2.65540
H 4.77451 -1.68275 4.08885
H 3.37243 -0.86126 -3.22688
H -2.62116 0.36278 -6.38253
H 0.45819 3.94210 4.08876
H 6.06217 -0.44470 2.25346
H -0.82517 5.38625 1.72606
H -5.21929 -4.22149 4.30633
H -8.79697 0.86545 0.75351
H 3.49576 -2.91643 -5.86859
H -2.97283 -3.83143 5.65795
H -1.11928 1.44948 -5.54998
H 3.85820 4.96817 -0.03362
H -2.98018 0.62327 4.44746
H 0.76962 1.57279 4.43983
H -5.54970 0.31441 -7.35583
H 3.01492 1.65153 -1.36490
H -0.50027 3.25184 -3.82306
H -2.59444 1.35259 -0.81558
H 3.91846 1.10120 7.46833
H 2.09965 -4.53509 4.14142
H -1.60055 -3.70066 -5.98789
H -3.01571 -3.83714 -0.68603
H -2.15856 -1.52193 -1.50030
H 1.91352 -2.18684 6.18571
H 2.88663 2.24868 5.54593
H 0.65251 -0.33729 6.71981
H -8.69232 0.40426 -1.55918
H 3.92883 -0.24878 4.53557
H -6.44034 1.51820 -3.14025
H -2.03752 4.00476 -0.45702
H 2.87042 -2.49003 0.71613
H -2.53421 0.10844 -3.90152
H 2.04491 2.47198 -3.58741
H 3.58927 3.66597 -2.26513
H 3.39963 5.47624 2.20166
H -2.54958 -1.26786 6.30707
H 3.33048 -0.25763 6.47429
H -3.57827 -3.17642 0.75809
H 2.75257 -4.83502 6.73587
H 5.91309 -6.74185 -6.91784
H 4.19312 -6.95442 -6.58664
H 0.12622 -3.07725 3.70499
H 2.95230 -5.14799 -5.55220
H 4.54247 -4.80391 -0.24410
H -6.38856 2.23170 -0.78631
H 5.91486 -4.47948 -5.55958
H -6.48600 0.61041 -0.24700
H -1.60284 -4.92413 -3.70113
H 4.21633 1.80350 3.34460
H -5.04743 -1.13606 -0.66596
H -1.66529 1.77723 4.11425
H -0.04200 2.47033 -2.26502
H 5.33947 -7.11059 -5.27880
H -2.35418 -2.34632 -5.17018
H -1.35682 -2.36117 6.69876
H 3.37188 0.56195 1.21394
H -0.43876 -0.02703 2.76628
H -5.00376 1.69145 -5.00409
H -0.21025 -0.82680 -5.17822
H 6.41846 5.51733 1.71406
H 6.54735 7.42268 3.15049
H 2.38544 0.28220 7.85641
H -3.03426 6.28016 -0.56464
H 3.15524 -3.19516 4.18533
H -3.23860 -3.72824 -5.25049
H 4.46316 4.33623 2.86370
H -4.14786 -3.88559 2.92268
H -1.78516 -1.11670 2.91815
H 0.11590 1.01752 -6.70679
H -4.21327 1.84754 -0.45105
H 2.36889 0.72439 -4.69631
H 4.81396 7.50160 3.40796
H 1.87613 4.20294 -3.89555
H -0.12260 0.25121 -3.68555
H 4.18539 -3.93294 6.23673
H -3.98285 -0.68543 -4.30814
H 4.85166 -3.54061 -2.30190
H -0.21733 4.22456 -2.45215
H 1.20398 2.24589 1.84923
H 0.84023 -4.51085 -4.42412
H -5.65489 -2.98233 3.09715
H -4.52263 -1.94176 -2.15203
H -4.16548 -0.69841 -7.89793
H -0.86191 4.93689 4.20082
H 5.64433 6.19543 4.12399
H 2.02400 -3.16139 -1.47765
H 4.03057 -2.06906 -1.46154
H -3.71727 4.04219 -0.05364
H -9.87660 1.90650 -0.06124
H -8.47368 2.02973 -2.00103
H -1.09032 3.72305 2.00668
H 6.16930 0.38363 3.82380
H 1.25024 -1.75319 3.57056
H 1.76502 -0.90626 -2.53823
H -3.80612 -0.40706 1.60224
H -3.81576 -1.50097 3.84750
H 0.66036 4.08054 0.22990
H -3.62279 2.33091 2.91656
H -0.11904 -3.27231 -2.27382
H -3.35999 2.23621 -4.80599
H -4.75630 0.11871 3.00974
H -4.23235 3.37525 -2.51640
H -3.73851 5.91700 -2.19226
H -2.69773 -0.84754 0.02325
H 4.72250 -4.39822 -6.86130
H 0.81785 -3.59323 5.99264
H 3.53492 -0.94514 3.02666
H 5.23317 3.94272 0.35488
H 0.52601 2.05818 -5.45421
*
```


No. 2
ORCA calculation (ωB97M-V/def2-TZVPD) on 8 unconnected molecules or ions with the total composition C64H150F5N4O10P3S3.

Calculated values
- Max |F|: 3.8 eV/Å
- LUMO: -5.2 eV
- HOMO energy: -15.14 eV
- M: 1420.0 g/mol
- Gap between HOMO and LUMO: 9.922 eV

```
! wB97M-V def2-TZVPD RIJCOSX def2/J DEFGRID3
* xyz 4 1
S 0.83439 8.41667 -3.78245
S 2.08897 5.84483 -3.87459
S -0.59623 -1.70578 0.04176
P 0.60328 5.72109 6.25817
P -0.30121 -10.93059 3.91951
P -2.99889 -4.33289 -2.84900
F 2.34855 8.87219 -3.84921
F 3.30925 6.67817 -3.27814
F -2.60387 -0.76560 1.59493
F -1.03172 0.63612 1.20773
F -0.77239 -0.96081 2.60804
O -1.39604 -1.20338 -1.00789
O 0.80432 -1.25736 -0.00422
O 1.92509 4.62819 -3.15309
O 0.39572 8.67619 -5.10820
O 0.23225 9.07861 -2.68014
O 2.41503 5.79599 -5.26064
O 4.46746 5.53818 -10.25031
O -0.85873 -3.06275 0.44602
O 0.09069 14.70371 -5.25096
O 5.49778 2.80370 -0.47075
N 3.24195 7.53853 -8.18897
N -1.76145 12.21412 -4.29369
N 0.90810 6.85310 -3.40087
N 3.21440 1.05570 -1.58748
C -4.22538 -4.86216 -0.23429
C 3.57818 8.20033 -9.48931
C 1.14079 4.04184 6.51208
C 0.23323 2.89558 5.96652
C 1.82317 8.01282 -8.00758
C -1.30802 -0.60873 1.42814
C -1.46604 10.95542 -5.06613
C -5.16922 -5.74667 -3.67043
C -5.46348 -7.18303 -4.16833
C -2.82750 -0.70432 -3.72856
C 4.11403 8.04634 -7.03431
C -0.14567 -4.99823 -3.35868
C 3.69072 7.40409 8.47438
C 0.74396 -8.58145 5.15969
C -1.36565 7.37927 7.63669
C 1.51846 5.86468 3.62603
C 2.25588 1.84890 4.79991
C -0.02028 -12.71552 3.98637
C -3.99549 -5.64206 1.10100
C 0.64121 -10.10088 5.20882
C -3.05245 12.17790 -3.63025
C 2.00115 6.77813 6.69278
C 0.10772 -8.35318 0.52872
C 2.35179 6.69357 8.19688
C 2.63532 0.07487 -2.65565
C 1.41096 -14.74017 3.41728
C -0.65731 13.82433 -6.07435
C -3.15749 7.59590 6.02652
C -4.55194 -11.06464 3.67942
C 0.43704 -6.91100 0.29704
C 1.06580 -7.85765 6.51985
C -6.95217 -7.54530 -4.01735
C -3.72535 -1.90423 -4.18842
C -4.01590 -7.15100 1.08166
C -1.84795 13.40622 -5.17631
C 1.38687 -6.39403 -4.92510
C -0.78483 5.95469 7.38907
C -1.89657 8.25967 6.53227
C 0.76181 2.26895 4.68070
C 4.55184 3.22635 -1.46868
C -0.63898 12.30271 -3.27797
C -3.15642 -5.27653 -1.27579
C -0.21136 -8.69748 1.94863
C 3.22160 6.02972 -8.32158
C 1.29855 5.87733 2.13731
C 4.53798 5.41448 -8.86397
C -3.03893 -11.11751 3.20747
C 4.03700 2.07274 -2.34439
C -3.69454 -5.50238 -4.03152
C 2.57790 5.51006 1.41744
C 0.12851 -10.20178 2.24504
C 0.24508 6.01067 4.49591
C 0.23354 -5.28874 -4.82642
C -2.25511 0.18479 -4.86457
C 2.05383 1.63989 -0.89097
C 4.04160 0.34986 -0.54194
C 3.67847 8.85603 8.14665
C -1.22372 -3.89617 -3.12855
C 1.35673 -13.22838 3.40354
C -2.06594 -10.71252 4.26655
C 2.44399 -8.25254 7.11589
C -5.53781 -11.74652 2.72693
C 2.55522 -15.36406 2.57845
C -3.97195 -2.79735 -2.94235
H 0.98955 6.86369 1.84849
H -0.23482 -6.13637 0.60195
H -2.88611 -10.48926 2.29064
H 3.46152 -14.89251 2.84853
H 1.00521 -6.75110 6.41034
H 0.16756 -8.14049 7.16873
H 0.41346 -8.08291 2.61563
H -1.08438 14.21264 -6.99297
H 4.43714 6.97731 7.76990
H -0.22682 -8.22251 4.69622
H 1.68335 -6.57988 -5.94073
H -5.00163 -3.05696 -2.83801
H 2.16480 -12.76398 3.95577
H -0.42366 5.56374 8.32305
H -4.73222 -1.67069 -4.61690
H 4.50802 9.40193 8.60490
H 2.40486 1.08230 4.04934
H -0.78418 -13.13505 3.34571
H 0.17970 1.31220 4.57317
H 4.50129 7.87164 -9.92329
H 3.10420 -8.71524 6.35699
H 2.79983 8.06613 -10.18916
H 1.76326 9.06200 -7.78116
H -0.08269 13.00781 -6.32582
H 2.64262 5.69728 0.33920
H -5.18514 -7.23249 -5.16193
H 2.19752 6.71390 3.87236
H 3.29195 2.53845 -3.08192
H 0.65912 2.86816 3.79069
H -0.95937 -3.30018 -2.24406
H 5.52749 5.87230 -8.56755
H -2.04918 14.21981 -4.51101
H 4.07880 7.11736 9.44021
H -2.70543 13.16850 -5.80650
H 1.60925 7.30605 8.72536
H -2.95899 6.64674 5.53317
H -4.97885 -12.43598 2.04748
H -2.97988 11.41317 -2.84598
H 3.02891 -7.42819 7.45648
H 1.18216 7.79882 -8.84278
H -2.18987 7.30758 8.31201
H -0.77449 3.18320 5.98169
H -4.95601 -7.58335 0.83795
H 0.22389 15.57511 -5.67191
H -2.20855 -5.41683 -0.81499
H 1.43584 -12.77570 2.38969
H -2.80800 -12.17096 2.96666
H -3.02955 0.62169 -5.42977
H 4.58221 8.95305 -7.48143
H -2.07417 9.18981 7.01580
H -0.52498 5.34736 4.12470
H 4.95389 3.82848 -2.27027
H 2.00496 4.92619 3.90034
H -4.75466 -10.02332 3.91096
H -4.75636 -5.27651 1.80496
H 6.11146 3.47919 -0.25131
H 1.43088 -6.78460 0.76289
H -3.01639 -5.29526 1.47611
H -0.49777 11.40981 -2.70372
H 0.71476 -4.58352 -2.93636
H 0.28256 12.54301 -3.87670
H -1.64860 0.95973 -4.42606
H -2.09245 -9.64617 4.50400
H 0.47573 5.26190 1.79737
H 2.39312 -8.96355 7.92687
H 2.92755 6.44047 6.21284
H -0.43752 -5.90832 -2.76063
H 4.75611 -0.40377 -0.97024
H -1.17443 8.41318 5.78822
H 1.14113 -10.54451 2.04228
H 3.52024 -0.27969 -3.14942
H 1.03926 -7.33883 -4.43894
H 2.88222 2.67155 4.62409
H 2.46757 5.80124 -9.06818
H -2.23000 10.97756 -5.89737
H 4.63351 1.10605 -0.08677
H 2.47985 2.31641 -0.19324
H -3.12069 -6.44284 -3.95738
H -3.52925 -5.18001 -5.02315
H 3.71554 9.23903 -9.34045
H 2.29452 5.64054 8.52633
H -3.73080 -2.26459 -2.04264
H -3.44953 -0.04073 -3.08487
H 3.05433 5.70969 -7.33195
H 3.73817 3.83396 -1.00918
H 1.83340 7.86108 6.48626
H -1.15570 -3.03845 -3.80541
H 1.15086 3.92953 7.57040
H 2.76054 9.37896 8.46546
H -3.77838 -7.38442 2.09787
H -4.09814 -3.80023 0.10965
H -3.17374 -7.54895 0.58356
H -3.47140 -6.25372 -1.67413
H -3.64037 8.22336 5.26280
H -0.77120 -8.61824 0.00061
H 2.67651 -16.45031 2.88429
H -5.90726 -11.00693 2.05144
H 0.62193 -6.73391 -0.78702
H -4.83360 -7.87617 -3.50316
H 0.47930 -4.42817 -5.45264
H 3.46215 6.01883 1.92136
H 2.40361 -15.26635 1.45820
H -4.53789 -11.70133 4.59356
H 4.50821 4.35074 -8.59417
H -0.46054 11.17227 -5.58175
H 1.52842 7.45442 -7.05715
H 2.11487 -0.75624 -2.17198
H 0.00532 -10.39536 6.02662
H -2.05868 -11.27881 5.19591
H -5.44277 -5.66714 -2.61886
H -3.87028 7.47273 6.81884
H -0.41676 -10.90190 1.51986
H 1.44190 0.82130 -0.43038
H -5.89673 -5.08024 -4.24744
H -3.87235 11.88219 -4.38559
H -1.23037 -8.35954 2.18585
H 2.32083 -6.08566 -4.45886
H 2.03444 0.76259 -3.24328
H -0.10036 6.99481 4.40010
H -5.20473 -5.04643 -0.58590
H -1.53942 5.24556 7.03491
H 1.44995 -15.10293 4.43811
H 2.80598 4.48116 1.63439
H -1.34472 10.15809 -4.32066
H 1.44602 -8.36601 4.36409
H -7.11830 -8.57084 -4.33230
H 5.22351 5.17291 -10.70589
H -0.91303 13.16577 -2.56188
H 4.89580 7.33626 -6.77495
H 4.84192 1.47093 -2.77866
H 3.49602 8.33923 -6.19828
H -3.30288 -2.57448 -4.96614
H -6.37832 -12.18133 3.21199
H 3.80112 8.98529 7.07271
H -0.59044 7.88173 8.27113
H -0.49632 -5.77329 -5.46823
H -7.64231 -6.92806 -4.61606
H 2.21385 3.84600 6.23252
H 3.37919 -0.17327 0.10268
H 1.51988 2.28943 -1.56202
H -0.25660 -13.00478 4.99208
H 2.41126 1.64077 5.84348
H 1.58524 -10.62256 5.30160
H 0.50731 -15.12402 2.94607
H -1.94269 -1.11953 -3.26772
H -7.20453 -7.36885 -2.99039
H 0.30876 2.07198 6.68308
H -3.20199 13.17001 -3.21683
H 0.90060 -9.01392 0.19868
H -1.55260 -0.38425 -5.49912
*
```


Question: What is the formula in the second record?
Answer: C64H150F5N4O10P3S3


Question: Look up the HOMO energy of the second one.
Answer: -15.14 eV


Question: Number 1 is which compound?
Answer: C64H144NO3P4